C9H15BrClF3N3O2 | wB97M-V/def2-TZVPD

Kohn-Sham gap: 7.3 eV
Net charge: +1
Electronic energy: -4000.13701 a.u.
Structure (SMILES): NC1=[N+](C(F)(F)F)[C@@](CCO)(CCCCl)OCN1Br

XYZ file:
```
34
Properties=species:S:1:pos:R:3:lowdin_charge:R:1
N 2.00466 -2.18255 0.55272 0.15
C 0.73871 -1.82443 0.28948 -0.35
N -0.02984 -2.54904 -0.57975 -0.33
Br 0.88028 -4.00258 -1.30117 0.96
C -0.47589 -1.58675 -1.68566 -0.20
O -1.20103 -0.53285 -1.19600 -0.02
C -0.50150 0.19326 -0.19613 -0.40
C -1.44640 1.30817 0.33606 -0.05
C -2.89194 1.15097 -0.18341 -0.24
O -3.70198 2.13264 0.45603 -0.04
C 0.67914 0.93068 -0.91540 -0.09
C 1.48648 1.79373 0.13546 -0.24
C 2.98848 1.43365 0.14212 -0.56
Cl 3.82110 2.45063 -1.09150 0.57
N 0.12030 -0.66225 0.84959 0.16
C -0.80513 -1.16476 1.84038 -0.65
F -0.27934 -2.34490 2.29164 0.15
F -0.87843 -0.40124 2.88423 0.24
F -2.00139 -1.44330 1.39530 0.23
H 2.15725 -2.97925 1.16251 0.13
H 2.81604 -1.71426 0.17165 0.13
H 0.36959 -1.31041 -2.33334 0.14
H -1.15974 -2.16315 -2.32111 0.15
H -1.10845 2.25984 -0.09237 0.13
H -1.42928 1.44443 1.42220 0.13
H -2.92019 1.29490 -1.27589 0.13
H -3.30642 0.15055 0.00359 0.12
H -4.60676 1.87546 0.23367 0.10
H 0.29709 1.60921 -1.68075 0.14
H 1.41557 0.22328 -1.33250 0.11
H 1.35953 2.84270 -0.15515 0.10
H 1.06266 1.71216 1.14401 0.11
H 3.15191 0.37960 -0.09770 0.04
H 3.39487 1.67588 1.12722 0.08
```

---

C20H21F3N2O3S2 | wB97M-V/def2-TZVPD

Relative energy (zero: lowest compared OMol25 entry of this formula, charge and spin): 0.0 kJ/mol
Kohn-Sham gap: 9.0 eV
Net charge: 0
Electronic energy: -2205.98078 a.u.
Structure (SMILES): CSc1ccc(S(=O)(=O)N2CCC(C(=O)Nc3ccccc3C(F)(F)F)CC2)cc1

XYZ file:
```
51
Properties=species:S:1:pos:R:3:lowdin_charge:R:1
C 1.08138 -1.92890 4.88975 -0.39
H 1.52236 -2.91918 4.82529 0.04
H 0.88908 -1.68012 5.92881 0.03
H 0.15897 -1.86535 4.32018 0.04
S 2.26271 -0.68062 4.30245 0.91
C 2.55340 -1.11752 2.62501 -0.53
C 1.95900 -2.20282 1.98897 -0.07
C 2.25125 -2.46188 0.66116 -0.07
C 3.12670 -1.64480 -0.02594 -0.28
C 3.73878 -0.57373 0.60257 -0.07
C 3.45234 -0.30882 1.92524 -0.09
H 3.91504 0.52194 2.43494 0.11
H 4.44341 0.02587 0.04846 0.12
S 3.44336 -1.96119 -1.76134 0.68
O 4.73326 -1.43107 -2.08911 -0.28
O 3.16275 -3.34324 -2.01952 -0.28
N 2.33396 -1.08536 -2.63933 -0.23
C 0.96749 -1.53592 -2.64596 -0.18
C 0.11681 -0.84191 -1.57805 -0.11
H -0.92096 -1.16748 -1.67506 0.12
H 0.47108 -1.12032 -0.58367 0.11
C 0.22790 0.68359 -1.73127 -0.23
C -0.54789 1.33451 -0.59287 -0.42
O -0.03101 1.72610 0.42513 0.10
N -1.89550 1.37349 -0.84504 0.15
C -2.91317 1.83489 -0.01380 -0.15
C -2.65244 2.66364 1.07648 0.01
C -3.68492 3.12776 1.86758 -0.06
C -4.99881 2.78309 1.59394 -0.08
C -5.27674 1.95671 0.52229 -0.02
C -4.24594 1.47971 -0.27728 -0.06
C -4.56824 0.56681 -1.42204 -0.57
F -3.90264 -0.61011 -1.35029 0.13
F -5.86121 0.25779 -1.51622 0.15
F -4.21727 1.08886 -2.62292 0.13
H -6.29382 1.67387 0.29958 0.12
H -5.80293 3.15196 2.21019 0.10
H -3.45922 3.77095 2.70413 0.11
H -1.63280 2.93167 1.29423 0.10
H -2.18166 0.95669 -1.71877 0.12
C 1.69932 1.09910 -1.67412 -0.12
C 2.50820 0.34206 -2.72831 -0.18
H 2.19623 0.65924 -3.73090 0.13
H 3.57593 0.53259 -2.62153 0.11
H 2.08064 0.88823 -0.67427 0.10
H 1.78802 2.17259 -1.84747 0.13
H -0.20173 0.98323 -2.69394 0.15
H 0.54628 -1.33501 -3.63839 0.13
H 0.99321 -2.61468 -2.49100 0.12
H 1.81643 -3.30705 0.15053 0.12
H 1.27361 -2.84987 2.51152 0.09
```

---

C38H58O12 | wB97M-V/def2-TZVPD

Kohn-Sham gap: 8.6 eV
Net charge: 0
Electronic energy: -2385.67237 a.u.
Structure (SMILES): CCCCCCCCCCCCC1=CC(=O)C=CC1=O.O=C1CCCO1.O=C1CCCO1.O=C1CCCO1.O=C1CCCO1.O=C1CCCO1

XYZ file:
```
108
Properties=species:S:1:pos:R:3:lowdin_charge:R:1
C 1.26190 2.10017 0.87605 -0.11
C 0.62739 0.75483 1.25115 -0.24
C -0.72037 0.54225 0.53706 -0.21
C -1.77958 -0.18327 1.37440 -0.20
C -3.20508 -0.03014 0.81605 -0.20
C -3.71544 -1.18597 -0.06834 -0.20
C -5.22192 -1.45218 0.06853 -0.21
C -6.09424 -0.26509 -0.38639 -0.20
C -6.50883 0.70554 0.74505 -0.19
C -5.89113 2.08811 0.55216 -0.23
C -6.03411 3.01492 1.75347 -0.16
C -5.18384 4.32024 1.67150 -0.12
C -4.25094 4.36024 0.49576 -0.15
C -4.65975 4.66903 -0.72976 0.05
C -3.78593 4.61548 -1.91483 -0.37
O -4.22954 4.77268 -3.03104 0.10
C -2.34573 4.33731 -1.68699 0.04
C -1.90291 4.04103 -0.47401 0.01
C -2.81664 3.97507 0.69511 -0.33
O -2.40894 3.60510 1.77050 0.12
H 0.79920 2.92773 1.42296 0.06
H 1.15619 2.29955 -0.19470 0.06
H 2.33325 2.10558 1.09350 0.07
H 0.47036 0.72124 2.33429 0.11
H 1.32044 -0.03545 0.98034 0.07
H -1.12667 1.51300 0.22432 0.08
H -0.53808 -0.02975 -0.38138 0.12
H -1.52786 -1.24793 1.43205 0.11
H -1.74953 0.22827 2.38880 0.11
H -3.90981 0.13211 1.63796 0.11
H -3.21706 0.89197 0.22366 0.09
H -3.16181 -2.09894 0.17980 0.10
H -3.50612 -0.96267 -1.12091 0.11
H -5.46775 -2.33782 -0.52612 0.10
H -5.44070 -1.70019 1.11453 0.11
H -5.55318 0.29275 -1.15925 0.11
H -6.99105 -0.64610 -0.87861 0.10
H -7.59747 0.80327 0.78659 0.11
H -6.16256 0.29946 1.70224 0.10
H -6.33418 2.53933 -0.34213 0.10
H -4.82929 1.95461 0.33060 0.08
H -7.08744 3.28423 1.88264 0.11
H -5.74192 2.46792 2.65442 0.11
H -4.58888 4.40039 2.58308 0.11
H -5.82248 5.20629 1.63108 0.12
H -5.69375 4.94063 -0.91345 0.12
H -1.69771 4.37500 -2.55580 0.13
H -0.85548 3.81755 -0.29493 0.10
O -7.70759 1.18123 -2.95129 0.13
C -7.73991 2.33132 -3.27506 -0.47
O -7.78813 3.34435 -2.36871 0.00
C -7.91301 4.61055 -3.04197 -0.15
C -7.36877 4.37553 -4.44524 -0.15
C -7.74250 2.91525 -4.67445 -0.07
H -8.96869 4.89240 -3.04474 0.13
H -7.35277 5.34989 -2.47468 0.11
H -7.78573 5.06478 -5.17659 0.12
H -6.28434 4.48862 -4.43840 0.10
H -8.74906 2.79798 -5.08205 0.13
H -7.04727 2.36443 -5.30223 0.13
O 3.80869 -0.43512 0.64038 0.12
C 3.80223 -1.28984 1.47690 -0.48
O 2.67844 -1.62338 2.15790 0.00
C 2.97433 -2.61113 3.16207 -0.15
C 4.25798 -3.28871 2.69494 -0.15
C 4.95422 -2.14516 1.96360 -0.07
H 3.10108 -2.09664 4.11726 0.13
H 2.11962 -3.27970 3.23109 0.12
H 4.83763 -3.72016 3.50734 0.12
H 4.01998 -4.08819 1.99190 0.12
H 5.56802 -1.54002 2.63351 0.14
H 5.56581 -2.46474 1.12481 0.11
O 6.89076 -5.98274 2.84765 0.11
C 7.53697 -5.42796 2.00624 -0.48
O 7.73724 -4.08486 2.03899 0.00
C 8.44830 -3.65569 0.86278 -0.15
C 9.17451 -4.89898 0.36146 -0.14
C 8.21441 -6.00639 0.78311 -0.08
H 7.71939 -3.28674 0.13678 0.12
H 9.10431 -2.83800 1.15071 0.12
H 9.37427 -4.87612 -0.70711 0.12
H 10.12525 -5.00759 0.88539 0.12
H 7.45067 -6.19423 0.02744 0.12
H 8.69547 -6.94913 1.02521 0.13
O 8.75450 -7.60371 -2.14778 0.12
C 7.97437 -8.48983 -1.95329 -0.48
O 7.20494 -8.52770 -0.83880 0.00
C 6.42213 -9.73391 -0.80177 -0.14
C 6.34050 -10.19678 -2.25348 -0.15
C 7.67077 -9.70037 -2.81367 -0.07
H 6.93954 -10.45475 -0.16542 0.13
H 5.46095 -9.49338 -0.35542 0.13
H 6.18655 -11.26951 -2.34392 0.12
H 5.51572 -9.69015 -2.75601 0.12
H 8.47907 -10.42042 -2.67011 0.13
H 7.64507 -9.41424 -3.86153 0.13
O 2.05525 4.56360 -1.01450 0.12
C 2.00184 5.41846 -0.18124 -0.49
O 3.05896 5.73899 0.60382 0.03
C 2.68214 6.72822 1.57583 -0.15
C 1.45568 7.42383 0.98932 -0.15
C 0.81966 6.29083 0.19151 -0.08
H 2.45399 6.21607 2.51320 0.13
H 3.53450 7.38520 1.72942 0.12
H 0.81107 7.85605 1.75136 0.11
H 1.77007 8.22163 0.31515 0.12
H 0.14009 5.68801 0.79805 0.12
H 0.29787 6.61146 -0.70662 0.13
```